[1]
Below is a 2-piece molecular cluster, C4H9NO overall, with properties calculated with ωB97M-V/def2-TZVPD.

Output
structure (SMILES)	CCN=C=O.C
energy	-287.8013	a.u.
lowest unoccupied orbital energy	0.839	eV
ΔE to the lowest compared entry with this formula, charge and spin	0.848	eV
frontier orbital gap	11.13	eV

Geometry as XYZ:
```
15
Properties=species:S:1:pos:R:3:forces:R:3:lowdin_charge:R:1
C -1.717 0.634 0.168 0.01 0.03 0.04 -0.088
C -1.569 -0.622 -0.682 -0.17 0.10 -0.05 -0.258
N -0.455 -1.449 -0.283 0.40 -0.21 0.52 0.108
C 0.194 -1.687 0.701 0.06 -0.06 0.00 -0.344
O 0.902 -1.999 1.589 -0.47 0.19 -0.54 0.130
C 2.362 0.771 -0.054 0.00 0.01 0.00 -0.046
H -2.579 1.218 -0.169 0.13 -0.08 0.03 0.075
H -0.822 1.260 0.095 -0.13 -0.10 0.01 0.067
H -1.871 0.374 1.221 0.02 0.03 -0.15 0.079
H -2.480 -1.229 -0.634 0.12 0.09 -0.01 0.112
H -1.419 -0.356 -1.733 -0.02 -0.04 0.15 0.109
H 1.726 0.378 -0.852 0.11 0.07 0.12 0.011
H 3.368 0.944 -0.446 -0.15 -0.02 0.06 0.018
H 2.409 0.047 0.763 0.01 0.13 -0.13 0.010
H 1.951 1.714 0.316 0.06 -0.14 -0.06 0.019
```
Forces are in eV/Å.


[2]
Below is a 2-piece molecular cluster, C4H13NO overall, with properties calculated with ωB97M-V/def2-TZVPD.

Output
charge	+1
energy	-289.8204	a.u.
lowest unoccupied orbital energy (alpha / beta)	-3.883 / -9.646	eV
spin multiplicity	2
ΔE to the lowest compared entry with this formula, charge and spin	1.681	eV
frontier orbital gap (alpha / beta)	10.52 / 4.76	eV

Geometry as XYZ:
```
19
Properties=species:S:1:pos:R:3:forces:R:3:lowdin_spin:R:1
C 1.619 -0.940 -0.536 0.36 0.48 1.04 0.000
C 2.210 0.045 0.478 -0.07 0.06 0.67 0.000
C 2.175 1.473 -0.026 -0.32 0.12 -0.24 0.000
H 0.544 -0.756 -0.657 0.01 0.15 -0.32 0.000
H 1.722 -1.953 -0.145 0.16 -0.12 -0.44 0.000
H 2.166 -0.746 -1.455 -0.33 -0.59 -0.34 0.000
H 3.216 -0.243 0.779 0.20 -0.13 -0.39 0.000
H 1.673 0.007 1.430 -0.20 -0.08 0.03 0.000
H 2.745 2.187 0.558 0.06 -0.06 0.31 0.000
H 2.544 1.555 -1.047 0.02 -0.08 -0.15 0.000
H 1.132 1.801 -0.024 -0.01 0.25 -0.14 0.000
N -3.127 -0.928 -0.665 0.60 -1.56 1.98 0.732
C -2.808 0.294 0.101 -0.64 2.05 -0.69 0.015
O -2.273 -0.042 1.318 0.17 -1.53 -0.22 0.217
H -2.380 -1.598 -0.896 0.19 0.57 -0.65 0.017
H -3.864 -1.495 -0.226 -0.47 0.32 -0.37 0.015
H -2.159 0.949 -0.470 0.06 -0.14 -0.32 0.002
H -3.760 0.782 0.298 0.07 0.07 -0.12 0.002
H -1.373 -0.392 1.186 0.14 0.23 0.35 0.001
```
Forces are in eV/Å.


[3]
Below is HN3O4 in the gas phase, with properties calculated with ωB97M-V/def2-TZVPD.

Output
structure (SMILES)	O=NNO[N+](=O)[O-]
energy	-465.5297	a.u.
lowest unoccupied orbital energy	-0.195	eV
ΔE to the lowest compared entry with this formula, charge and spin	3.006	eV
frontier orbital gap	10.17	eV

Geometry as XYZ:
```
8
Properties=species:S:1:pos:R:3:forces:R:3:lowdin_charge:R:1
N -1.395 1.006 0.279 -0.13 1.56 0.27 -0.114
N -0.901 -0.169 0.165 4.40 -1.28 1.26 0.074
N 1.598 -0.224 -0.144 -1.04 0.08 -0.44 -0.458
O 1.281 0.003 -1.254 -0.12 0.25 -1.30 0.138
O -2.533 1.181 -0.098 0.17 -0.67 -0.05 -0.019
O 2.637 -0.438 0.353 1.14 -0.16 0.76 0.166
O 0.556 -0.270 0.816 -4.23 0.00 -0.51 0.041
H -1.241 -1.089 -0.116 -0.19 0.23 0.01 0.172
```
Forces are in eV/Å.


[4]
Below is C14H23IrN6O3S2 as an isolated structure, with properties calculated with ωB97M-V/def2-TZVPD.

Output
charge	+3
energy	-2001.0574	a.u.
lowest unoccupied orbital energy (alpha / beta)	-12.306 / -12.630	eV
spin multiplicity	2
ΔE to the lowest compared entry with this formula, charge and spin	2.042	eV
frontier orbital gap (alpha / beta)	5.24 / 4.91	eV

Geometry as XYZ:
```
49
Properties=species:S:1:pos:R:3:forces:R:3:lowdin_spin:R:1
Ir 0.234 -0.009 -0.231 -3.13 1.03 -0.48 0.597
C -2.755 0.862 0.285 -0.21 -0.09 0.64 -0.001
C -2.657 -0.326 1.220 -0.40 0.31 -0.42 -0.002
N -1.243 -0.666 1.473 2.13 1.22 -0.46 -0.034
C -0.977 -2.100 1.630 0.14 -0.61 0.18 -0.001
C -1.199 -2.849 0.317 -0.16 -0.25 0.49 0.000
N -1.006 -1.968 -0.853 1.92 1.32 0.29 0.002
C -2.214 -1.615 -1.635 -0.40 0.37 -0.27 -0.001
C -2.261 -0.135 -1.983 -0.26 -0.48 -0.45 0.003
N -1.845 0.722 -0.863 2.12 -0.33 -0.09 0.001
H -3.792 0.969 -0.044 0.09 0.12 -0.14 -0.001
H -2.475 1.768 0.823 0.01 0.06 -0.09 0.000
H -3.172 -0.079 2.151 0.14 -0.12 0.08 -0.001
H -3.159 -1.192 0.800 0.06 -0.08 0.07 0.000
H -0.919 -0.171 2.303 -0.05 -0.09 0.08 0.000
H 0.058 -2.212 1.950 -0.05 0.09 0.05 0.000
H -1.610 -2.532 2.412 0.00 0.14 0.03 -0.001
H -0.486 -3.673 0.286 -0.07 -0.03 -0.15 0.000
H -2.196 -3.290 0.294 0.02 0.01 -0.19 0.000
H -0.316 -2.385 -1.473 -0.06 -0.10 -0.01 -0.001
H -2.230 -2.158 -2.582 0.04 -0.18 0.14 0.000
H -3.104 -1.908 -1.085 0.08 -0.11 0.04 0.000
H -1.582 0.070 -2.810 -0.07 0.07 0.03 0.000
H -3.275 0.112 -2.311 0.04 0.12 0.05 0.001
H -1.677 1.649 -1.253 -0.04 -0.02 0.08 0.000
C 2.621 -2.531 1.267 0.04 -0.41 0.01 0.000
C 2.814 -1.096 1.564 1.11 -0.09 0.79 0.002
N 2.084 -0.096 1.141 -1.52 -0.33 -1.52 0.041
C 2.601 1.136 1.474 0.97 -0.25 0.81 0.002
C 3.730 1.051 2.243 -0.68 0.46 -0.29 0.002
S 4.181 -0.554 2.511 -0.98 -0.57 -0.64 0.005
C 2.042 2.305 0.872 0.21 1.33 0.11 0.000
C 2.521 3.586 0.939 -0.07 -0.74 0.22 0.000
S 1.697 4.604 -0.126 -0.78 -0.87 -0.44 0.000
C 0.705 3.271 -0.646 0.42 1.26 -0.10 0.000
N 0.992 2.165 -0.007 -0.40 -2.41 0.11 -0.003
C -0.284 3.467 -1.732 -0.41 0.02 -0.01 0.000
H 1.851 -2.673 0.511 0.01 -0.04 0.03 0.000
H 2.392 -3.107 2.166 -0.13 0.07 0.00 0.000
H 3.552 -2.956 0.886 -0.05 0.04 -0.11 0.000
H 4.295 1.877 2.643 0.10 -0.02 0.00 0.000
H 3.339 3.944 1.544 0.02 0.04 0.00 0.000
H 0.008 4.304 -2.365 0.01 -0.08 -0.06 0.000
H -1.265 3.738 -1.326 -0.01 0.00 0.01 0.000
H -0.364 2.578 -2.358 0.12 0.10 -0.11 0.000
O 2.284 -0.637 -3.515 -0.28 0.07 0.12 0.040
N 1.621 -0.480 -2.560 0.77 -0.31 -0.69 -0.008
O 0.713 0.411 -2.447 -0.48 0.56 1.43 0.117
O 1.726 -1.193 -1.502 0.09 -0.17 0.79 0.243
```
Forces are in eV/Å.